No. 1
{"formula": "C26H21I2N5O3Ta", "method": "ωB97M-V/def2-TZVPD", "orbital_gap_ev": 4.4, "energy_ev": -58624.591, "total_charge": 3, "homo_ev": -15.66, "elements": ["C", "H", "H", "C", "H", "H", "H", "C", "C", "C", "Ta", "H", "C", "C", "C", "C", "C", "H", "I", "N", "H", "C", "C", "C", "O", "H", "C", "C", "N", "N", "C", "H", "N", "H", "H", "C", "O", "I", "C", "H", "C", "H", "C", "C", "C", "C", "H", "C", "C", "H", "H", "H", "C", "O", "H", "H", "H", "N"], "coordinates": [[-0.21, 4.12, 1.37], [0.76, -2.07, 5.52], [-3.95, 0.66, -2.72], [-6.40, -1.61, -0.01], [-0.80, 1.01, -4.19], [2.58, 1.26, 2.17], [-0.35, 5.11, 1.77], [1.13, 0.22, -3.40], [2.78, -1.11, -2.41], [-2.53, -0.48, -1.09], [0.34, -0.41, -0.49], [4.46, -1.03, 3.62], [-4.96, -0.34, -1.44], [1.02, 3.49, 1.45], [1.19, 2.22, 0.94], [3.42, -0.73, 1.07], [-4.04, -1.78, 0.34], [-3.18, -2.19, 0.84], [-1.42, -1.96, 3.33], [-0.85, 0.32, -2.23], [3.57, -1.60, 0.42], [1.31, -1.82, 4.63], [3.58, -1.02, -3.54], [3.40, -1.24, 3.55], [0.86, -1.30, 1.02], [3.25, 0.56, -0.50], [2.75, -1.14, 2.34], [2.68, -1.60, 4.70], [-2.20, 0.28, -2.13], [2.66, 0.32, 0.29], [-1.27, 3.44, 0.76], [-5.46, -2.86, 1.48], [0.17, 1.57, 0.32], [3.75, -0.14, -5.50], [1.51, 0.94, -5.37], [1.90, 0.37, -4.54], [-4.87, 0.50, -2.46], [3.67, -1.79, 6.51], [2.50, 1.53, 1.11], [3.31, 2.25, 0.93], [-6.24, -0.73, -1.05], [-7.09, -0.32, -1.59], [-0.26, 0.64, -3.33], [1.38, -1.40, 2.30], [3.15, -0.25, -4.61], [-1.05, 2.19, 0.25], [4.52, -1.55, -3.57], [0.63, -1.72, 3.41], [-3.83, -0.86, -0.73], [-1.85, 1.67, -0.23], [1.87, 3.98, 1.91], [4.42, -0.34, 1.30], [-5.30, -2.15, 0.69], [-1.47, -0.90, -0.32], [3.10, -1.70, -1.57], [-7.40, -1.91, 0.28], [-2.25, 3.88, 0.67], [1.59, -0.49, -2.32]], "mulliken_charge": [-0.32, 0.41, 0.48, -0.33, 0.54, 0.39, 0.48, 0.73, 0.10, 1.14, 1.92, 0.49, 0.45, -1.00, 0.68, -1.14, -0.45, 0.48, 0.27, 0.26, 0.43, -0.22, -0.93, -0.72, -0.48, 0.36, 0.57, -0.56, -1.02, -0.36, -0.88, 0.48, -0.20, 0.49, 0.49, -0.96, -0.56, 0.26, -1.11, 0.63, -0.73, 0.50, -0.26, 0.84, -0.22, 0.00, 0.47, -0.62, 0.07, 0.44, 0.52, 0.47, -0.88, -0.32, 0.52, 0.42, 0.53, -0.03]}

=====

No. 2
{"formula": "C33H26BFI2N3O6Pb", "method": "ωB97M-V/def2-TZVPD", "orbital_gap_ev": 6.4, "energy_ev": -76246.646, "total_charge": -1, "homo_ev": -4.43, "elements": ["B", "C", "I", "C", "H", "C", "O", "H", "C", "F", "C", "H", "H", "N", "C", "Pb", "C", "O", "C", "H", "H", "C", "C", "H", "H", "H", "H", "H", "H", "C", "H", "C", "H", "C", "H", "C", "O", "C", "C", "H", "C", "H", "O", "C", "H", "C", "C", "C", "C", "O", "N", "H", "C", "O", "C", "C", "C", "C", "C", "I", "H", "C", "H", "H", "C", "H", "C", "H", "C", "H", "H", "N", "C"], "coordinates": [[-0.17, -1.29, -3.04], [-0.98, -1.99, 6.73], [4.65, 2.77, -1.04], [0.21, 4.36, -0.02], [3.02, 0.96, -4.44], [-0.05, -1.52, 1.79], [0.93, -3.27, -0.44], [-0.06, -1.94, 7.31], [3.09, 3.12, -4.33], [-1.28, 2.29, 4.49], [-1.10, 0.20, 5.54], [4.11, 3.20, -4.68], [-1.70, 2.76, -0.28], [-0.34, -3.11, 4.14], [1.28, 5.23, 0.10], [1.51, -1.01, -1.15], [1.71, 2.53, -0.64], [0.00, -2.39, -3.89], [0.54, 2.78, -3.45], [-0.73, 1.31, 0.14], [-0.06, -4.73, 2.86], [-1.29, -3.44, 6.36], [-0.92, -2.29, -4.88], [-1.39, 3.45, -2.77], [-3.21, 0.19, -5.43], [1.79, -4.55, 5.19], [-3.60, -1.24, -7.40], [0.48, 4.91, -3.20], [-0.79, 4.71, 0.18], [-0.80, 2.16, -0.54], [-1.27, -4.08, 7.24], [-0.44, -0.96, 3.09], [1.16, -4.52, 6.84], [0.32, -3.81, 0.51], [1.55, -3.01, 6.00], [1.06, 4.06, -3.51], [0.14, -0.74, 0.85], [0.40, 3.05, -0.39], [-2.86, -1.54, -6.67], [-0.58, -4.96, 5.02], [2.35, 4.23, -3.98], [-1.36, 0.66, 6.48], [2.00, 1.33, -0.91], [-1.01, 0.97, 4.39], [-1.39, 2.01, -3.82], [2.48, 1.87, -4.20], [-0.87, 2.50, -2.99], [-0.86, -1.16, 5.48], [-0.54, -1.76, 4.25], [-0.05, -4.98, 0.59], [1.24, 1.71, -3.81], [-0.60, -4.03, -6.09], [1.14, -4.01, 5.88], [-1.24, -0.54, -3.53], [2.73, 3.50, -0.55], [-2.15, -2.71, -6.85], [-0.66, 0.42, 3.18], [-0.12, -3.65, 2.92], [-2.64, -0.72, -5.56], [0.95, 7.22, 0.77], [-2.29, -3.49, 5.92], [-1.16, -3.11, -5.96], [-2.35, -3.33, -7.72], [2.78, 5.22, -4.06], [-1.67, -1.12, -4.67], [3.40, 5.50, -0.14], [-0.29, -3.95, 5.33], [-1.54, 0.85, -1.94], [2.56, 4.82, -0.20], [-1.78, -1.60, 7.35], [-0.55, 1.03, 2.30], [-0.87, 1.59, -1.86], [0.05, -2.95, 1.77]], "mulliken_charge": [0.56, -1.27, -0.06, -0.53, 0.37, 0.97, -0.65, 0.34, -0.73, -0.36, -0.64, 0.43, 0.34, 0.16, -0.49, 1.14, 0.26, -0.51, 0.64, -0.08, 0.52, -1.09, 0.81, 0.33, 0.45, 0.38, 0.37, 0.35, 0.42, -1.31, 0.45, 0.17, 0.38, 0.08, 0.38, -0.74, -0.59, 0.92, -0.57, 0.51, -0.42, 0.52, -0.51, -0.16, 0.30, -0.12, -0.98, 1.06, -0.17, -0.74, -0.09, 0.46, -1.45, -0.53, -0.20, -0.42, -0.83, -0.19, -0.92, -0.05, 0.35, -1.09, 0.36, 0.40, 0.58, 0.40, -0.17, 0.36, -0.36, 0.45, 0.67, 0.40, -0.01]}

=====

No. 3
{"formula": "C31H32BF2N2O5P2Y", "method": "ωB97M-V/def2-TZVPD", "orbital_gap_ev": 8.6, "energy_ev": -71621.935, "total_charge": 0, "homo_ev": -8.41, "elements": ["C", "C", "O", "H", "H", "H", "H", "C", "H", "O", "H", "H", "H", "C", "H", "C", "C", "C", "N", "C", "H", "H", "C", "H", "H", "H", "P", "C", "C", "C", "C", "C", "C", "C", "C", "C", "H", "H", "C", "O", "B", "H", "C", "H", "H", "C", "Y", "C", "H", "O", "C", "C", "C", "O", "P", "F", "H", "H", "C", "H", "H", "H", "H", "H", "N", "H", "H", "C", "F", "C", "H", "H", "H", "C", "C", "C"], "coordinates": [[3.00, -0.17, 0.16], [-1.82, 1.95, -1.80], [0.81, 0.54, 3.80], [2.38, 0.47, 2.11], [3.95, -0.80, -1.67], [-2.95, -3.57, 2.84], [-1.08, -5.20, 2.46], [-1.28, 4.15, 0.33], [-3.43, 0.85, -0.87], [-5.15, -1.46, 2.43], [-2.68, -0.09, 3.44], [-1.69, 6.17, 0.93], [1.54, 2.73, -1.50], [2.12, -2.98, -1.25], [-1.80, -3.63, 4.20], [0.29, 5.55, 1.49], [0.89, 3.30, 0.94], [3.21, 0.35, 1.43], [-1.73, -1.89, 2.96], [-2.35, 2.90, -3.94], [-4.31, 2.50, -4.70], [4.63, 1.10, 2.84], [-2.94, -1.14, 3.31], [0.08, -3.86, 2.47], [1.27, 1.64, -2.89], [6.56, 0.80, 1.31], [-0.79, 1.48, -0.34], [-4.00, -1.19, 2.16], [0.04, -0.12, 3.13], [1.10, -2.73, -3.81], [1.21, 4.52, 1.51], [2.23, -4.03, -2.14], [-3.62, 2.36, -3.89], [-1.46, 2.72, -2.90], [1.00, -1.67, -2.93], [1.52, -1.78, -1.64], [-0.49, 3.20, -2.93], [-2.06, 3.47, -4.81], [5.36, 0.00, -0.27], [-3.53, -0.94, 1.00], [-1.99, -2.07, -1.59], [2.70, -4.96, -1.84], [4.09, -0.36, -0.69], [-1.94, -4.32, 0.58], [1.58, 2.47, 0.99], [-0.34, 3.12, 0.31], [-1.52, -1.17, 0.43], [4.48, 0.70, 1.84], [0.54, 6.50, 1.94], [-1.15, -3.85, 0.89], [-0.96, -4.13, 2.27], [5.56, 0.53, 0.99], [-1.93, -3.33, 3.15], [-0.28, 0.09, 1.91], [1.26, -0.59, -0.27], [-2.33, -3.36, -1.85], [1.80, -4.73, -4.12], [0.20, -2.14, 3.75], [-0.96, 5.37, 0.92], [2.58, 1.32, -1.76], [0.67, -2.64, -4.80], [-5.00, 1.20, -2.71], [-2.25, 4.01, -0.12], [2.49, -3.07, -0.24], [0.68, 0.86, -1.01], [2.17, 4.65, 1.98], [-3.41, -1.52, 4.23], [-3.12, 1.42, -1.74], [-2.15, -1.40, -2.75], [-0.60, -1.40, 3.76], [6.20, -0.13, -0.94], [-0.88, -1.20, 4.80], [0.53, -0.75, -3.24], [-4.01, 1.63, -2.77], [1.71, -3.91, -3.42], [1.56, 1.68, -1.83]], "mulliken_charge": [0.26, 0.53, -0.74, -0.13, 0.44, 0.45, 0.45, -0.95, 0.40, -0.70, 0.41, 0.42, 0.50, -0.65, 0.35, -0.58, -0.47, -0.24, 0.70, -0.76, 0.39, 0.50, -0.60, 0.32, 0.22, 0.38, 1.05, 0.33, 0.33, -0.59, -0.75, -0.71, -0.56, -0.25, -0.51, 0.39, 0.46, 0.42, -0.63, -0.72, 0.94, 0.40, -0.23, 0.26, 0.27, 0.42, 0.46, -0.79, 0.39, -0.39, -0.83, -0.62, -0.71, 0.39, 0.82, -0.22, 0.39, 0.30, -0.61, 0.37, 0.43, 0.46, 0.44, 0.42, 0.86, 0.45, 0.37, -0.56, -0.23, -1.12, 0.43, 0.34, 0.17, -0.77, -0.56, -1.31]}

=====

No. 4
{"formula": "C3H6O3", "method": "ωB97M-V/def2-TZVPD", "orbital_gap_ev": 11.4, "smiles": "OC1OCCO1", "energy_ev": -9349.840, "total_charge": 0, "homo_ev": -10.54, "elements": ["H", "H", "O", "H", "H", "O", "H", "C", "C", "C", "H", "O"], "coordinates": [[0.26, 1.80, 0.40], [0.73, -0.58, 1.43], [-0.77, 0.76, -0.58], [0.25, -2.09, 0.58], [-1.73, -1.02, -0.38], [1.15, 1.60, 0.05], [-1.64, -0.08, 1.13], [0.65, 0.68, -0.86], [-1.09, -0.37, 0.22], [0.27, -1.00, 0.52], [0.90, 0.92, -1.90], [1.02, -0.63, -0.62]], "mulliken_charge": [0.36, 0.28, -0.49, 0.32, 0.28, -0.52, 0.26, 0.33, -0.32, -0.41, 0.29, -0.38]}

=====

No. 5
{"formula": "C3H3BrClN2", "method": "ωB97M-V/def2-TZVPD", "orbital_gap_ev": [4.5, 4.3], "energy_ev": -88692.197, "total_charge": 1, "homo_ev": [-13.83, -13.74], "elements": ["N", "H", "Cl", "C", "H", "C", "C", "Br", "H", "N"], "coordinates": [[-0.21, 0.86, 1.98], [0.29, -1.59, 0.10], [-0.52, 3.07, 0.13], [-0.05, 0.49, -0.26], [-0.23, 0.45, -1.31], [-0.26, 1.48, 0.68], [-0.06, -0.43, 1.77], [0.22, -3.65, 3.22], [-0.25, 1.15, 2.96], [0.09, -0.72, 0.47]], "mulliken_charge": [-0.03, 0.17, -0.09, -0.29, 0.39, 0.25, -0.07, 0.31, 0.25, 0.10]}

=====

No. 6
{"formula": "C4H21NO7S", "method": "ωB97M-V/def2-TZVPD", "orbital_gap_ev": 9.2, "smiles": "CNC(=O)CCS.O.O.O.O.O.O", "energy_ev": -31147.423, "total_charge": 0, "homo_ev": -8.92, "elements": ["O", "S", "O", "O", "H", "H", "H", "H", "H", "H", "H", "O", "H", "H", "C", "H", "O", "H", "H", "O", "H", "N", "H", "O", "C", "H", "C", "C", "H", "H", "H", "H", "H", "H"], "coordinates": [[0.78, -0.59, 0.86], [-2.50, -2.05, 3.71], [2.95, 0.65, -2.28], [0.98, 2.43, -2.12], [0.14, -0.60, -1.85], [-1.30, 3.14, 1.01], [1.74, 1.85, -2.38], [-2.32, -1.27, -1.16], [-0.40, -0.91, 3.81], [-1.20, 2.64, -0.63], [-3.65, -0.64, -1.23], [-0.58, 0.01, -2.06], [0.37, 2.51, -2.85], [3.85, 0.67, -2.61], [-0.16, 0.17, 1.11], [-0.25, 0.89, -1.83], [-3.17, -1.27, -0.69], [-2.22, 1.75, 0.59], [3.51, -0.66, 1.57], [1.83, -2.53, -1.64], [2.89, 0.06, -1.51], [-0.10, 1.44, 0.63], [1.04, -2.94, -1.29], [3.59, -0.01, 0.87], [-1.29, 2.25, 0.37], [0.67, 1.61, 0.00], [-1.34, -0.24, 1.95], [-1.01, -1.27, 2.98], [-2.01, -0.67, 1.18], [-3.12, -2.11, 2.52], [1.94, -2.92, -2.51], [-0.43, -2.11, 2.61], [-1.94, 0.58, 2.33], [2.70, 0.17, 0.55]], "mulliken_charge": [-0.73, -0.25, -0.66, -0.67, 0.38, 0.35, 0.41, 0.31, 0.43, 0.29, 0.32, -0.64, 0.32, 0.27, 0.62, 0.21, -0.67, 0.31, 0.31, -0.58, 0.34, -0.11, 0.30, -0.70, -0.96, 0.28, -0.45, -0.72, 0.20, 0.11, 0.28, 0.32, 0.42, 0.38]}

=====

Looking at energy above the lowest of the compared OMol25 structures with the same formula, charge and spin for the records above, in order, we have 0.00 2.64 0.00 142.50 510.13 110.51 kJ/mol.